C5H11O2 | wB97M-V/def2-TZVPD

Computed properties:
Total charge: -1
Energy relative to the best compared isomer or geometry (same formula, charge and spin): 8.68 kcal per mole
Frontier orbital gap: 7.19 eV
Electronic energy: -9459.653 eV

Atoms and positions in Å:
H1 -1.149 -0.584 -0.934
C1 2.939 0.866 -0.697
H2 -2.460 0.966 0.226
H3 3.010 0.670 -1.767
H4 3.820 1.403 -0.350
H5 0.846 1.389 -0.971
H6 2.929 -0.132 -0.255
C2 -2.393 -0.012 0.704
O1 -1.227 -2.958 1.249
H7 1.758 2.674 -0.219
H8 -3.363 -0.484 0.535
C3 -1.623 -2.397 0.197
H9 -0.353 -0.733 0.691
O2 -2.267 -2.854 -0.767
H10 -2.233 0.170 1.768
C4 -1.269 -0.852 0.113
H11 1.385 1.277 0.742
C5 1.649 1.589 -0.265